No. 1
Molecular formula: C7H13NO
Method: DFT, ωB97M-V/def2-TZVPD

Positions of all 22 atoms, in Å:
O -0.56036 1.95798 -1.80696
N 0.80115 0.27777 1.82198
C -1.56393 0.40286 1.01168
C -0.24870 -0.33209 0.95155
C 0.12567 1.00081 -1.45400
C 1.24715 0.17554 0.47067
C 0.10280 -0.30236 -2.21166
C 1.33992 1.29969 -0.46474
C -0.37914 -1.83024 1.10596
H -2.01697 0.29158 2.00266
H -1.25374 -2.20434 0.56596
H -0.79212 -0.85656 -1.92171
H -2.25852 -0.01326 0.27627
H 0.98536 -0.91743 -2.03186
H -1.45013 1.46944 0.80381
H 0.04346 -0.09101 -3.28266
H 2.27752 1.29205 -1.02349
H 1.14296 2.26769 -0.00020
H 1.90439 -0.65545 0.23694
H 0.49843 -2.36091 0.72390
H 0.54800 1.23608 2.06658
H -0.49319 -2.10784 2.15931

Summary:
- E_LUMO (eV) = 0.85
- E (a.u.) = -404.4496
- HOMO energy (eV) = -8.458
- orbital gap (eV) = 9.30
- ΔE to the lowest compared entry with this formula, charge and spin (kJ/mol) = 204.3
- SMILES = CC(=O)C[C@H]1NC1(C)C

Population analysis type natural (NBO), resulting atomic charges in e:
1 O -0.56
2 N -0.61
3 C -0.64
4 C 0.08
5 C 0.63
6 C -0.03
7 C -0.73
8 C -0.54
9 C -0.63
10 H 0.22
11 H 0.21
12 H 0.24
13 H 0.22
14 H 0.22
15 H 0.22
16 H 0.25
17 H 0.23
18 H 0.23
19 H 0.20
20 H 0.21
21 H 0.35
22 H 0.22


No. 2
Molecular formula: C31H89F6N7O10P
Method: DFT, ωB97M-V/def2-TZVPD

Positions of all 144 atoms, in Å:
P 22.17160 5.83350 -28.54200
F 23.54217 5.50098 -27.73172
F 21.92416 4.22881 -28.72206
F 21.23654 5.80003 -27.19433
F 20.77414 6.08773 -29.32310
F 22.38757 7.40686 -28.20026
F 22.93313 6.05415 -29.93360
O 22.04462 1.88659 -24.43741
O 21.24342 9.07723 -30.25740
O 27.52586 7.57186 -33.11703
O 22.65107 5.72360 -23.06679
O 17.64195 3.96903 -26.95021
O 20.55796 5.90312 -33.67553
O 26.77711 6.74677 -24.73313
O 22.09017 9.79019 -25.00210
O 21.38444 2.34619 -30.84430
O 25.05866 4.52124 -35.01976
N 26.50951 6.45114 -30.45493
N 24.92201 3.35584 -31.42734
N 19.32976 9.28908 -23.80623
N 20.19894 6.91229 -22.04671
N 23.96584 2.31110 -27.65932
N 15.29914 5.17577 -27.88388
N 28.24526 4.83853 -23.30537
C 28.38003 6.43474 -33.00572
C 17.58459 5.40841 -27.04421
C 26.16366 5.29550 -35.35254
C 22.76358 8.54937 -25.20433
C 20.84346 9.88420 -25.67669
C 25.51658 2.02806 -33.43913
C 25.98024 8.73772 -29.86709
C 21.86041 0.49515 -24.29577
C 23.72138 1.78610 -26.33484
C 26.52119 7.50564 -25.89872
C 27.97005 7.07923 -24.05046
C 21.41296 5.13704 -23.32003
C 19.11053 4.78122 -22.27453
C 20.45855 5.52698 -32.29622
C 26.23221 7.78647 -31.05093
C 20.42442 5.46523 -22.22031
C 24.68452 4.45817 -33.64757
C 18.57999 8.73629 -26.03281
C 27.40388 8.29768 -31.91765
C 19.90801 9.27703 -29.75815
C 18.95442 3.49918 -27.17134
C 16.12574 5.74902 -26.75968
C 29.49878 6.59645 -22.08768
C 28.20486 6.23982 -22.82438
C 19.80987 8.90083 -25.16460
C 23.71022 5.36660 -23.90840
C 15.69827 5.20653 -25.37751
C 20.45715 1.42296 -30.27358
C 22.47701 2.41691 -25.68426
C 25.42548 3.41099 -32.80199
C 24.99948 1.96534 -25.51591
H 28.80318 7.14778 -24.75742
H 26.02179 5.62372 -36.39524
H 29.33065 6.85478 -32.65799
H 22.60713 8.12922 -26.20330
H 24.76422 5.46598 -33.22518
H 25.69400 6.19896 -29.90424
H 18.80467 8.27558 -27.00220
H 20.26155 1.60318 -29.21565
H 22.30743 7.81330 -24.53741
H 15.59425 4.19978 -27.78520
H 18.17932 5.81264 -26.21485
H 18.08396 9.69054 -26.23110
H 21.38783 6.38549 -33.73653
H 28.17747 4.15309 -22.55569
H 23.03576 2.26994 -28.07902
H 19.80963 4.65430 -32.24163
H 23.63774 4.14633 -33.68131
H 21.64994 0.39719 -23.23292
H 24.56560 6.00765 -23.68360
H 24.79459 1.71452 -24.46871
H 18.55513 5.00223 -23.19211
H 22.67364 -0.15788 -24.61996
H 26.85698 9.20438 -29.41568
H 22.58204 3.50106 -25.63712
H 15.72359 5.41942 -28.77446
H 27.11047 4.75837 -35.49798
H 21.42913 5.23976 -31.88685
H 26.27807 6.25997 -34.84964
H 27.12271 9.29011 -32.29079
H 19.29623 3.76195 -28.17659
H 21.40297 3.11641 -30.26343
H 25.30791 7.63000 -31.61198
H 24.72402 4.30634 -31.12486
H 23.90972 4.30274 -23.74973
H 25.82431 1.37780 -25.91514
H 29.96203 5.62473 -21.90988
H 17.82880 8.07576 -25.59873
H 27.24924 7.32969 -26.69520
H 23.55736 5.66873 -24.95455
H 21.58207 4.05221 -23.25670
H 28.29612 8.48471 -31.31033
H 19.21740 8.45366 -29.92870
H 26.48646 3.65136 -32.64750
H 25.56725 7.19453 -26.32543
H 15.86103 6.80766 -26.80541
H 25.30712 9.53020 -30.20796
H 19.45850 8.42031 -23.28808
H 20.76967 0.38758 -30.40457
H 16.02576 5.91475 -24.61550
H 20.08004 6.32885 -31.66185
H 24.52176 1.65323 -33.69731
H 24.17431 3.29440 -27.79535
H 19.64617 10.27631 -30.09918
H 23.63024 0.69626 -26.29572
H 26.04215 2.11281 -34.39010
H 23.82193 8.74170 -25.05266
H 26.55114 5.78608 -31.21896
H 18.97407 2.41883 -27.03016
H 20.16268 7.88198 -24.95838
H 20.03899 9.39479 -28.67589
H 27.37416 6.30677 -22.11516
H 20.51494 10.92486 -25.60620
H 29.27963 7.01137 -21.10460
H 14.61542 5.11527 -25.29856
H 20.88904 5.09207 -21.29207
H 20.98000 0.19295 -24.87859
H 19.20021 3.68890 -22.34061
H 28.54796 5.97301 -33.97564
H 21.61422 8.36632 -29.71670
H 19.53692 1.57968 -30.84593
H 21.03348 5.44267 -24.30658
H 28.03172 5.66787 -32.31665
H 27.79542 8.11581 -23.71328
H 19.62011 3.96195 -26.43655
H 16.14059 4.23092 -25.18928
H 18.50526 4.90294 -21.37573
H 30.16635 7.25674 -22.63684
H 19.69288 7.06275 -21.18170
H 25.36872 2.99417 -25.43948
H 20.97735 9.83066 -26.76476
H 21.06792 7.42999 -21.95692
H 18.04557 5.67499 -27.99646
H 26.01467 1.37630 -32.72508
H 21.59882 2.28064 -26.33472
H 26.43945 8.54571 -25.56768
H 20.03542 9.89357 -23.38678
H 24.03227 2.87028 -31.32902
H 25.41962 8.30793 -29.03361
H 27.37846 4.63616 -23.80090

Summary:
- E_LUMO (eV) = 2.34
- E (a.u.) = -3310.8562
- HOMO energy (eV) = -6.873
- net charge = -1
- orbital gap (eV) = 9.21
- ΔE to the lowest compared entry with this formula, charge and spin (kJ/mol) = 0.0

Atomic partial charges in e from the Mulliken method, atoms 1 to 99:
1 P 2.16
2 F -0.45
3 F -0.35
4 F -0.56
5 F -0.46
6 F -0.64
7 F -0.26
8 O -0.20
9 O -0.60
10 O -0.28
11 O -0.52
12 O -0.52
13 O -0.58
14 O 0.00
15 O -0.50
16 O -0.48
17 O -0.47
18 N -0.77
19 N -0.52
20 N -0.92
21 N -0.53
22 N -0.57
23 N -0.92
24 N -0.82
25 C -0.66
26 C 0.15
27 C -0.71
28 C 0.25
29 C -0.80
30 C -1.70
31 C -1.33
32 C -0.87
33 C 0.74
34 C -0.62
35 C -1.15
36 C 0.59
37 C -1.69
38 C 0.10
39 C 1.29
40 C 0.09
41 C -0.05
42 C -1.51
43 C -0.98
44 C 0.21
45 C -0.08
46 C 0.48
47 C -1.24
48 C 0.76
49 C 2.65
50 C -0.27
51 C -1.42
52 C -0.58
53 C 0.49
54 C 0.83
55 C -1.28
56 H 0.42
57 H 0.34
58 H 0.38
59 H -0.23
60 H 0.16
61 H 0.18
62 H 0.14
63 H 0.10
64 H 0.27
65 H 0.35
66 H -0.35
67 H 0.40
68 H 0.33
69 H 0.29
70 H 0.13
71 H 0.22
72 H 0.19
73 H 0.24
74 H 0.26
75 H 0.31
76 H 0.25
77 H 0.29
78 H 0.39
79 H -0.25
80 H 0.31
81 H 0.28
82 H -0.19
83 H 0.24
84 H 0.27
85 H 0.09
86 H 0.20
87 H 0.07
88 H 0.06
89 H 0.39
90 H 0.46
91 H 0.31
92 H 0.27
93 H 0.44
94 H -0.17
95 H 0.31
96 H 0.42
97 H 0.15
98 H -0.09
99 H -0.25


No. 3
Molecular formula: C4H5NOS
Method: DFT, ωB97M-V/def2-TZVPD

Positions of all 12 atoms, in Å:
S -2.07099 -1.19907 -0.42163
O 2.17119 1.70364 -0.50416
N 0.27345 0.30828 -0.80074
C 1.23189 0.92655 -0.01513
C 0.15028 -0.54211 1.14622
C 1.20121 0.31680 1.20060
C -0.48093 -0.55718 -0.02437
H 1.76078 0.66883 2.10047
H -0.12611 0.80268 -1.69479
H -2.84981 -0.10661 -0.12917
H 2.74497 2.11478 0.24536
H -0.29253 -0.94614 2.01882

Summary:
- E_LUMO (eV) = 0.57
- E (a.u.) = -683.5593
- HOMO energy (eV) = -7.871
- orbital gap (eV) = 8.44
- ΔE to the lowest compared entry with this formula, charge and spin (kJ/mol) = 127.5
- SMILES = Oc1ccc(S)[nH]1

Population analysis type natural (NBO), resulting atomic charges in e:
1 S 0.01
2 O -0.66
3 N -0.55
4 C 0.45
5 C -0.25
6 C -0.40
7 C -0.09
8 H 0.22
9 H 0.42
10 H 0.12
11 H 0.50
12 H 0.22


No. 4
Molecular formula: C5H12N3O2
Method: DFT, ωB97M-V/def2-TZVPD

Positions of all 22 atoms, in Å:
O -2.94500 -1.34904 3.59445
O -0.50185 -0.00550 0.74909
N -3.56702 -0.57535 1.52850
N -1.70770 -1.76987 1.61488
N -1.43548 -1.04507 0.53765
C -3.24362 -0.55593 0.23982
C 1.45409 1.15444 -0.26575
C 0.69782 -0.18662 0.04165
C 2.84689 0.70781 -0.62089
C -2.83363 -1.29954 2.40557
H 0.54773 -0.80446 -0.81487
H 3.23336 1.56071 -1.11120
H -4.07300 0.28440 1.73574
H 3.39397 0.34583 0.15475
H -3.06929 0.38334 -0.26790
H 1.42080 1.73608 0.57720
H 2.70036 -0.01333 -1.35743
H 1.45698 -0.67572 0.66425
H 0.90797 1.60432 -1.03612
H -3.64592 -1.40686 -0.35410
H -0.99926 -1.55848 -0.28681
H -1.05038 -2.10525 2.29040

Summary:
- E_LUMO (alpha / beta) (eV) = -3.07 / -9.02
- E (a.u.) = -511.8842
- HOMO energy (alpha / beta) (eV) = -10.570 / -14.496
- 2S+1 = 3
- expectation value of S² = 2.014
- net charge = +1
- orbital gap (alpha / beta) (eV) = 7.50 / 5.48

Population analysis type natural (NBO), resulting atomic charges in e:
1 O -0.40
2 O -0.32
3 N -0.32
4 N -0.49
5 N 0.01
6 C -0.37
7 C -0.38
8 C -0.10
9 C -0.60
10 C 0.72
11 H 0.17
12 H 0.24
13 H 0.45
14 H 0.22
15 H 0.23
16 H 0.22
17 H 0.20
18 H 0.20
19 H 0.21
20 H 0.29
21 H 0.41
22 H 0.42


Listing molecular weight for the structures above in their given order: 127.19, 865.05, 115.16, 146.17 g mol⁻¹.